1.
ORCA calculation (ωB97M-V/def2-TZVPD) on a gas-phase ion, C8H8N3OS (charge +1) at a distorted geometry.

Summary:
energy relative to the best compared isomer or geometry (same formula, charge and spin): 0.00 kcal per mole
HOMO energy (alpha / beta): -11.6 / -11.5 eV
LUMO energy (alpha / beta): -4.84 / -5.23 eV
net charge: +1
gap between HOMO and LUMO (alpha / beta): 6.71 / 6.31 eV

Geometry as XYZ:
```
21
Properties=species:S:1:pos:R:3:forces:R:3:nbo_charge:R:1
C 1.774 1.105 0.643 0.11 -0.04 -0.29 -0.13
C 3.793 0.999 -2.097 0.11 0.36 0.85 0.41
C 2.255 0.964 -0.607 -0.61 -0.41 -0.06 0.07
C 1.746 0.331 -1.857 -0.34 0.10 0.47 0.20
C 0.562 -0.123 -2.194 -0.62 -0.19 0.85 -0.36
C -1.863 -0.916 -1.020 -0.02 -0.52 -0.66 0.29
C 0.486 0.661 1.278 -0.07 0.12 0.10 -0.53
C -0.130 -0.470 0.564 0.72 0.19 -1.36 0.15
N 3.541 1.387 -0.913 1.08 0.49 0.00 -0.45
N -1.416 -0.482 0.179 -0.45 0.32 0.31 -0.55
N -3.038 -1.529 -1.153 0.36 0.30 0.24 -0.72
O 2.808 0.358 -2.739 -0.42 -0.49 -0.67 -0.42
S -0.928 -0.620 -2.538 0.20 0.09 0.42 0.55
H 2.466 1.575 1.327 0.06 0.04 0.01 0.25
H 4.721 1.132 -2.621 0.14 -0.02 -0.20 0.22
H 0.739 0.376 2.305 -0.06 -0.03 0.00 0.27
H -0.212 1.502 1.347 -0.05 0.00 0.06 0.24
H 0.496 -1.265 0.195 -0.02 -0.21 0.03 0.23
H -2.058 0.101 0.717 -0.08 -0.12 -0.10 0.43
H -3.584 -1.833 -0.362 0.04 -0.01 -0.01 0.43
H -3.374 -1.761 -2.076 -0.08 0.04 0.00 0.43
```
Positions in Å, forces in eV/Å.

2.
ORCA calculation (ωB97M-V/def2-TZVPD) on C8H8N4 in the gas phase at a distorted geometry.

Summary:
energy relative to the best compared isomer or geometry (same formula, charge and spin): 106.76 kcal per mole
HOMO energy: -8.2 eV
LUMO energy: -0.92 eV
net charge: 0
gap between HOMO and LUMO: 7.30 eV

Geometry as XYZ:
```
20
Properties=species:S:1:pos:R:3:forces:R:3:nbo_charge:R:1
C 0.339 -2.550 1.238 -0.30 0.16 0.40 0.41
C -1.669 2.072 -0.117 0.74 -0.87 -1.46 -0.25
C -2.022 1.260 0.936 1.11 -1.70 0.18 -0.17
C -0.778 1.555 -1.158 -1.74 -0.59 2.83 -0.22
C -1.451 -0.078 1.094 -0.84 2.95 -0.16 -0.26
C -0.279 0.317 -0.938 1.16 -1.41 0.51 0.12
C -0.534 -0.528 0.215 -0.47 1.10 -0.96 0.13
C 2.324 -0.364 -0.112 0.11 1.75 1.35 -0.49
N 0.475 -3.334 2.088 0.08 0.40 -0.49 -0.39
N 0.714 -0.354 -1.733 0.30 -1.58 -1.83 -0.39
N 0.151 -1.677 0.278 1.74 -0.79 -1.48 -0.49
N 1.559 -1.137 -1.026 -2.73 -0.35 -0.75 0.02
H -2.000 3.085 -0.262 -0.41 0.14 0.27 0.22
H -2.666 1.529 1.763 -0.05 0.55 -0.25 0.22
H -0.601 2.029 -2.075 0.44 0.99 -0.86 0.23
H -1.540 -0.566 2.020 -0.65 -0.77 0.98 0.22
H 2.216 0.698 -0.373 0.22 -0.23 0.25 0.21
H 2.037 -0.483 0.936 -0.07 -0.04 -0.19 0.24
H 3.353 -0.636 -0.145 0.82 -0.39 -0.41 0.23
H 0.373 -0.838 -2.629 0.54 0.68 2.07 0.39
```
Positions in Å, forces in eV/Å.